DFT (ωB97M-V with the def2-TZVPD basis set) results for a structure of composition C34H26CoN3O3S2.

## Properties
electronic energy: -105575.256 eV
multiplicity: 5
<S²>: 6.039
F_max: 0.03483 hartree/bohr
net charge: +2

Last column: Mulliken charge in e.
Atoms and positions in Å:
H: 1.1267 -1.6896 1.2466  0.295
C: 2.2764 -1.8920 -4.0478  -0.665
C: -3.7998 3.4385 1.2084  -0.561
O: 0.2645 1.0124 -0.6540  -0.424
C: -2.3502 0.0018 1.2095  0.077
H: -3.2545 -0.5920 1.1289  0.319
C: -1.2041 2.4810 -2.8292  -0.132
C: -1.7526 -4.2285 1.2581  -1.248
C: 1.0408 -0.2556 -2.8171  0.687
H: -4.6129 1.4520 1.0477  0.535
C: 0.3161 -2.4098 1.2494  -0.163
H: 1.7199 1.7825 -2.9446  0.342
C: -0.4357 -4.6943 1.2495  1.006
H: -1.6188 1.1627 4.2562  0.437
C: 3.1403 0.5940 0.4949  -0.007
C: 1.2262 -1.5775 -3.1961  -0.467
O: 0.9725 -6.6947 1.1978  -0.468
H: -0.4852 4.0262 1.4794  0.510
C: -0.2626 -6.1931 1.2661  0.575
C: -2.3478 0.4337 -3.4457  -0.389
H: -3.9718 0.6409 -4.8232  0.446
C: -3.1966 1.1540 -4.2709  -0.748
C: 2.7400 0.7015 2.7713  1.337
C: -2.0367 -2.8837 1.2632  -0.819
C: -2.0608 3.1916 -3.6563  -0.884
S: 1.7897 0.7337 5.4401  -0.164
H: 0.5531 -2.3439 -2.8295  0.448
C: 4.9959 0.5095 2.0058  -0.586
Co: 0.2382 0.9876 1.3372  -0.485
H: 3.9584 -1.1388 -5.1373  0.433
C: 0.5974 -3.7627 1.2371  -1.295
H: -3.7247 3.0960 -5.0042  0.437
C: 2.9425 0.4266 -4.0819  -0.737
H: -0.3851 0.9223 6.5343  0.518
N: -1.1869 -0.5574 1.2794  0.783
H: -3.0717 -2.5714 1.2763  0.402
C: -1.4217 3.4886 1.3926  -0.333
H: 4.4318 0.6228 4.0853  0.480
H: 3.6111 1.2050 -4.4245  0.454
C: -3.7264 2.0640 1.1563  -0.754
H: 6.0598 0.4583 2.1933  0.465
C: -1.3551 1.1075 -2.7447  0.584
H: 5.1805 0.4071 -0.1360  0.502
H: 2.7288 0.5903 -0.5070  0.345
H: -1.9513 4.2640 -3.7444  0.446
S: -0.3280 0.0762 -1.7131  0.310
C: 1.8861 0.7561 -3.2481  -0.205
C: 0.3494 0.9914 3.2494  0.720
C: -3.0525 2.5320 -4.3717  -0.460
C: -0.5474 1.0448 4.3433  -0.476
H: -2.4455 -0.6419 -3.3473  0.428
H: -2.5471 -4.9618 1.2644  0.501
H: 1.6375 -4.0657 1.2219  0.176
H: -4.7543 3.9446 1.1607  0.496
C: 4.5098 0.4916 0.7073  -0.764
O: -1.2147 -6.9134 1.3377  -0.516
H: 1.6658 -6.0309 1.1475  0.279
C: -2.4812 1.4321 1.2373  -0.309
N: 2.2714 0.7029 1.4953  -0.114
C: 1.6783 0.8167 3.7368  -0.237
H: 2.4166 -2.9151 -4.3688  0.441
C: 0.0708 0.9205 5.5536  -0.524
C: 4.0986 0.6070 3.0558  -0.861
H: -0.4362 2.9864 -2.2565  0.387
C: -2.6229 4.1708 1.3269  -0.807
C: 3.1332 -0.8915 -4.4830  -0.528
H: -2.6398 5.2507 1.3596  0.500
C: -0.9987 -1.9363 1.2685  1.190
N: -1.3465 2.1616 1.3522  0.841